1.
{
  "formula": "C15H31BCl8NO6",
  "method": "wB97M-V/def2-TZVPD",
  "species": ["Cl", "Cl", "Cl", "Cl", "Cl", "Cl", "Cl", "Cl", "O", "O", "O", "O", "O", "O", "N", "C", "C", "C", "C", "C", "C", "C", "C", "C", "C", "C", "C", "C", "C", "C", "B", "H", "H", "H", "H", "H", "H", "H", "H", "H", "H", "H", "H", "H", "H", "H", "H", "H", "H", "H", "H", "H", "H", "H", "H", "H", "H", "H", "H", "H", "H", "H"],
  "positions_angstrom": [[-5.691, 3.526, 1.889], [3.879, -3.055, 3.524], [-4.658, -1.384, -2.273], [-5.340, 0.648, 2.114], [-6.115, -2.982, -0.311], [-2.801, 5.391, 1.225], [-1.583, 4.407, 3.691], [2.750, -1.975, 1.051], [4.884, -0.502, -1.572], [-0.761, -1.194, -2.790], [0.267, -2.878, -0.770], [-0.976, -3.118, 0.993], [-0.126, -0.419, 2.156], [2.618, 0.189, -2.997], [-2.192, -0.619, 0.664], [-1.153, 1.759, 1.190], [6.379, -1.814, -0.180], [1.703, -0.925, -3.011], [-1.123, -0.443, -1.619], [6.192, -0.492, -0.993], [0.291, 2.396, 1.167], [-0.715, -2.521, -0.071], [2.742, 0.770, -1.717], [-5.559, -2.873, -1.987], [2.397, -2.574, 2.672], [-6.480, 1.984, 2.251], [4.186, 0.650, -1.112], [-3.095, 4.827, 2.875], [-1.691, -1.351, -0.510], [0.269, -0.519, -3.483], [-1.136, 0.145, 1.366], [4.080, 0.594, -0.001], [-2.653, -1.268, 1.303], [6.273, 0.327, -0.243], [0.180, -0.828, -4.550], [1.906, -1.789, 3.239], [6.021, -2.692, -0.752], [-6.422, -2.894, -2.644], [-4.911, -3.719, -2.197], [1.726, -1.434, -2.027], [1.741, -3.435, 2.588], [-1.939, 0.268, -1.911], [7.450, -1.948, 0.079], [4.757, 1.587, -1.322], [-1.867, 2.227, 1.919], [-0.223, 0.137, -1.320], [0.684, -0.599, 1.656], [7.000, -0.330, -1.736], [-3.589, 5.617, 3.433], [-7.294, 1.831, 1.550], [0.821, 2.099, 0.240], [2.108, -1.653, -3.748], [-1.582, 1.926, 0.173], [2.542, 1.865, -1.801], [0.167, 0.594, -3.462], [-2.570, -1.872, -0.953], [5.765, -1.732, 0.739], [0.881, 2.216, 2.086], [2.028, 0.384, -0.962], [-6.865, 2.015, 3.266], [-3.733, 3.946, 2.835], [0.157, 3.502, 1.091]],
  "forces_ev_per_a": [[-0.7, 0.0, -0.3], [0.1, 0.0, 0.1], [-0.2, 0.0, -0.2], [0.0, 0.0, 0.0], [-0.1, -0.1, 0.0], [-0.1, 0.0, 0.0], [0.0, 0.1, 0.1], [0.0, 0.1, 0.1], [0.4, 1.0, 0.4], [-0.1, 0.9, 0.4], [-0.2, 1.3, -0.8], [-1.3, 0.5, 0.7], [-0.2, 0.3, -0.4], [-0.5, -0.2, 0.5], [0.1, 0.9, 0.3], [0.7, -0.5, -0.7], [0.0, 0.5, -0.4], [0.4, -0.4, -0.2], [-0.4, 0.0, 0.0], [0.1, -0.9, 1.1], [-1.2, 1.0, 0.2], [1.2, -1.4, 0.1], [0.6, 0.7, 0.4], [0.1, 0.0, -0.1], [-0.3, 0.0, -0.1], [-0.1, -0.3, 0.1], [-0.6, 0.3, 0.0], [0.1, -0.1, 0.2], [0.2, -1.5, -0.3], [0.4, -0.3, -0.7], [-0.1, 0.7, 0.0], [0.0, 0.1, -0.5], [0.5, -0.3, -0.4], [0.0, -0.3, -0.6], [-0.1, 0.3, 0.6], [0.1, 0.0, 0.0], [0.3, 0.5, 0.2], [0.0, 0.1, 0.1], [0.1, 0.1, 0.1], [-0.5, 0.2, -0.5], [0.1, 0.0, -0.1], [0.6, -0.1, 0.2], [-0.6, 0.0, 0.0], [-0.2, -0.6, -0.1], [0.7, -0.3, -0.5], [-0.5, -0.2, 0.3], [-0.2, -0.2, 0.1], [-0.6, -0.2, 0.0], [0.1, 0.0, -0.1], [0.1, 0.0, -0.1], [-0.1, -0.1, 0.7], [-0.1, 0.5, 0.5], [0.0, 0.0, 0.7], [0.0, -0.6, 0.1], [0.0, -0.6, 0.2], [0.7, 0.3, 0.2], [0.4, -0.2, -0.5], [-0.2, -0.2, -0.6], [0.2, -0.2, -0.6], [0.1, 0.1, 0.0], [0.6, 0.3, 0.1], [0.3, -0.6, 0.1]],
  "mulliken_charge": [-0.148, -0.218, -0.084, -0.064, -0.160, -0.140, -0.163, -0.032, -0.280, -0.363, -0.657, -0.781, -0.643, -0.475, 0.293, 0.425, -0.894, -0.059, 0.272, -0.366, -0.867, 0.373, 0.831, -0.306, -0.257, -0.369, -0.836, -0.082, 0.330, -0.680, 0.059, 0.404, 0.303, 0.315, 0.325, 0.187, 0.240, 0.328, 0.249, 0.229, 0.342, 0.165, 0.384, 0.373, -0.213, -0.136, 0.045, 0.311, 0.389, 0.292, 0.111, 0.315, 0.152, 0.307, 0.316, -0.630, 0.143, 0.245, -0.742, 0.293, -0.036, 0.336],
  "homo_energy_ev": -4.086,
  "e_lumo_ev": 2.1,
  "total_charge": -1
}

2.
{
  "formula": "C53H67I2InN4O11S3Si",
  "method": "wB97M-V/def2-TZVPD",
  "species": ["I", "I", "In", "S", "S", "S", "Si", "O", "O", "O", "O", "O", "O", "O", "O", "O", "O", "O", "N", "N", "N", "N", "C", "C", "C", "C", "C", "C", "C", "C", "C", "C", "C", "C", "C", "C", "C", "C", "C", "C", "C", "C", "C", "C", "C", "C", "C", "C", "C", "C", "C", "C", "C", "C", "C", "C", "C", "C", "C", "C", "C", "C", "C", "C", "C", "C", "C", "C", "C", "C", "C", "C", "C", "C", "C", "H", "H", "H", "H", "H", "H", "H", "H", "H", "H", "H", "H", "H", "H", "H", "H", "H", "H", "H", "H", "H", "H", "H", "H", "H", "H", "H", "H", "H", "H", "H", "H", "H", "H", "H", "H", "H", "H", "H", "H", "H", "H", "H", "H", "H", "H", "H", "H", "H", "H", "H", "H", "H", "H", "H", "H", "H", "H", "H", "H", "H", "H", "H", "H", "H", "H", "H"],
  "positions_angstrom": [[-2.731, 2.524, -2.712], [-3.825, 3.480, -5.203], [-0.027, -0.043, -0.521], [0.693, 1.087, -2.581], [-1.843, -1.458, -2.519], [0.608, 1.904, 1.195], [2.561, 2.030, -2.402], [-3.285, -1.040, -2.565], [-1.651, -0.318, 0.870], [3.159, 1.838, -0.880], [-1.799, -2.504, 0.403], [1.785, -3.825, -1.435], [2.465, 3.607, -2.850], [0.740, -1.852, -1.522], [-1.832, 2.053, -0.661], [3.262, -5.306, 3.207], [3.726, -3.608, 4.649], [3.711, 1.365, -3.371], [1.068, -1.425, 1.047], [-2.934, -4.106, 2.216], [-2.091, 2.445, 1.600], [-0.636, 3.106, 3.190], [-3.698, -7.507, 3.466], [-1.581, -0.262, -6.351], [4.502, 2.678, -5.232], [1.888, -2.027, 3.202], [0.344, -1.656, -5.951], [0.025, -7.563, 4.254], [-4.460, 0.692, -0.400], [2.583, 1.079, -5.503], [0.601, 3.044, 3.964], [1.405, -2.779, -0.923], [3.898, 3.901, 0.123], [-2.743, -5.420, 2.760], [-5.812, 0.377, -0.415], [2.531, -3.142, 2.680], [0.658, 4.647, -1.588], [-2.842, -0.745, 4.744], [-2.851, -3.004, 3.056], [1.413, 4.582, -2.918], [-1.761, 3.767, 3.856], [-1.242, -1.268, -4.205], [2.403, -3.383, 1.318], [-6.713, 1.123, 0.333], [3.903, 1.345, -4.788], [-1.870, -3.253, -2.484], [5.504, 2.495, -1.183], [-3.845, -6.253, 2.893], [3.256, -4.121, 3.611], [4.290, 2.476, -0.252], [-2.510, -1.733, 2.549], [0.462, 4.256, -4.065], [-1.328, -7.098, 3.766], [1.669, -2.512, 0.539], [-2.527, -0.628, 3.403], [2.107, 5.907, -3.191], [-1.963, -1.546, 1.166], [-1.470, -5.833, 3.175], [-4.005, 1.754, 0.380], [-3.121, -2.012, 5.254], [-2.006, -0.477, -5.043], [-0.413, -0.859, -6.807], [-0.802, 2.509, 1.980], [-4.905, 2.485, 1.149], [-6.258, 2.177, 1.118], [-3.128, -3.122, 4.430], [-0.054, -1.853, -4.637], [1.508, 4.249, 3.741], [-2.447, -7.915, 3.905], [4.880, 0.212, -5.051], [-0.287, -4.914, 3.024], [-2.538, 2.820, 4.761], [-2.547, 2.087, 0.418], [4.610, 1.656, 0.987], [1.164, -1.200, 2.365], [-1.904, 2.417, 5.556], [-2.422, 4.166, 3.095], [-7.772, 0.889, 0.300], [3.644, 4.464, -0.777], [6.383, 2.837, -0.631], [3.854, 3.498, -4.913], [-2.929, 1.989, 4.169], [0.556, -2.434, -3.954], [-2.480, -3.505, -1.619], [-6.956, 2.757, 1.710], [5.360, 2.170, 1.596], [-2.160, 0.388, -6.996], [2.114, 0.179, -5.100], [-6.153, -0.452, -1.024], [-2.331, -8.886, 4.378], [3.023, 3.882, 0.776], [4.995, 0.674, 0.703], [-0.081, -0.696, -7.827], [-2.470, -3.919, 1.333], [-2.923, -0.033, -4.667], [-3.325, -4.104, 4.841], [2.662, 5.860, -4.134], [0.016, 3.269, -3.932], [0.688, -7.787, 3.413], [-0.861, -3.655, -2.376], [0.651, -5.459, 2.927], [1.815, 4.293, 2.697], [-4.811, -5.895, 2.555], [0.317, 2.984, 5.017], [1.131, 2.133, 3.704], [4.724, 4.404, 0.638], [-4.557, -8.158, 3.583], [-1.351, 4.604, 4.425], [-0.227, 5.280, -1.686], [1.961, -1.822, 4.263], [0.993, 5.182, 3.992], [1.303, 5.053, -0.802], [1.361, 6.704, -3.263], [5.484, 2.820, -4.770], [5.096, 0.131, -6.122], [1.004, 4.274, -5.018], [-3.329, -2.139, 6.311], [4.455, -0.732, -4.701], [2.403, 4.167, 4.363], [0.332, 3.648, -1.283], [-0.393, -4.263, 2.156], [-3.765, 0.099, -0.991], [-4.539, 3.302, 1.756], [1.263, -2.113, -6.302], [-2.346, -3.562, -3.413], [3.707, 1.510, 1.583], [-2.846, 0.124, 5.391], [5.334, 3.163, -2.033], [5.689, 1.494, -1.575], [4.611, 2.708, -6.321], [5.814, 0.390, -4.511], [2.752, 0.943, -6.576], [-0.351, 4.988, -4.107], [0.532, -6.800, 4.846], [0.633, -0.336, 2.738], [2.843, -4.261, 0.869], [1.881, 1.908, -5.359], [2.804, 6.149, -2.384], [-0.074, -8.469, 4.855], [-0.187, -4.268, 3.902], [-3.383, 3.340, 5.223], [-2.268, 0.333, 2.976]],
  "forces_ev_per_a": [[-0.5, 0.7, -0.8], [0.3, -0.3, 0.4], [0.4, -0.4, 0.6], [0.1, 0.0, 0.0], [-0.7, 0.1, -0.2], [0.0, 0.2, 0.0], [-0.1, -0.3, 0.3], [0.4, -0.3, -0.1], [0.2, -0.8, -0.5], [0.1, 0.2, -0.1], [0.1, 0.2, 0.0], [0.0, 0.2, 0.0], [0.1, 0.1, -0.1], [0.1, -0.1, 0.0], [-0.7, -0.4, 1.1], [0.0, 0.3, 0.2], [-0.1, -0.2, -0.1], [0.0, 0.1, -0.1], [0.2, 0.2, 0.2], [0.1, -0.1, 0.4], [0.2, 0.0, 0.2], [0.0, 0.0, 0.0], [0.0, 0.0, 0.0], [0.1, 0.0, 0.0], [0.0, 0.1, 0.1], [0.0, 0.1, 0.0], [-0.1, 0.0, 0.0], [-0.1, 0.0, -0.1], [0.1, 0.0, 0.1], [-0.1, 0.0, 0.1], [0.0, 0.2, -0.2], [-0.2, 0.1, -0.3], [-0.1, 0.0, 0.0], [0.0, 0.1, 0.0], [0.0, 0.0, 0.0], [-0.2, 0.0, 0.0], [0.1, -0.2, 0.0], [0.0, -0.1, 0.1], [-0.1, -0.1, -0.1], [-0.2, 0.0, 0.2], [0.1, -0.2, 0.0], [0.1, 0.0, 0.0], [0.0, -0.1, 0.0], [0.1, 0.0, 0.0], [-0.1, 0.1, 0.1], [0.1, 0.0, 0.0], [-0.1, 0.0, -0.1], [0.0, 0.0, 0.0], [0.2, -0.2, 0.1], [-0.1, 0.0, -0.2], [0.2, 0.1, 0.1], [0.1, -0.1, -0.1], [0.1, 0.0, 0.1], [-0.1, 0.2, 0.2], [0.0, 0.0, 0.0], [0.0, 0.2, 0.0], [-0.2, 0.3, 0.0], [0.0, 0.0, 0.0], [0.1, 0.0, 0.0], [0.0, -0.1, -0.1], [-0.1, 0.1, 0.0], [0.0, 0.0, 0.1], [-0.2, 0.0, 0.1], [-0.1, 0.0, 0.0], [0.0, 0.0, 0.0], [0.0, 0.1, -0.1], [0.0, 0.0, 0.0], [-0.1, 0.0, 0.0], [0.0, 0.0, 0.0], [0.0, -0.1, 0.0], [0.0, -0.1, 0.0], [0.0, 0.0, 0.0], [0.7, 0.1, -0.9], [-0.1, -0.1, 0.0], [0.0, -0.2, -0.3], [-0.1, 0.0, -0.1], [0.0, 0.1, -0.1], [0.0, 0.0, 0.0], [0.0, 0.0, 0.1], [0.0, 0.0, 0.0], [0.0, -0.1, -0.1], [0.0, 0.2, 0.1], [-0.1, 0.1, 0.0], [0.1, 0.0, 0.0], [0.0, 0.0, 0.0], [0.0, -0.1, 0.0], [0.0, 0.0, 0.0], [0.0, 0.1, -0.1], [0.0, 0.0, 0.0], [0.0, 0.0, 0.0], [0.0, 0.0, 0.0], [0.0, 0.0, 0.0], [0.0, 0.0, 0.0], [0.0, 0.0, -0.1], [0.1, 0.0, 0.0], [-0.1, 0.0, 0.0], [0.0, 0.0, 0.1], [0.0, 0.1, 0.0], [0.0, 0.0, 0.1], [-0.1, 0.1, 0.0], [0.0, 0.0, 0.0], [0.0, 0.0, 0.0], [0.0, 0.0, 0.0], [0.0, 0.0, 0.0], [0.0, -0.1, 0.0], [-0.1, 0.0, 0.0], [0.0, 0.0, 0.0], [0.0, 0.0, 0.0], [0.0, 0.0, 0.0], [0.0, 0.0, 0.0], [0.0, -0.1, 0.0], [-0.1, 0.0, 0.0], [0.1, 0.0, 0.0], [-0.1, 0.0, -0.1], [0.0, 0.0, 0.1], [0.0, 0.0, 0.1], [0.0, 0.0, 0.0], [0.0, 0.1, 0.0], [-0.1, 0.0, 0.0], [0.0, 0.1, 0.0], [0.0, 0.0, 0.0], [-0.2, 0.1, 0.1], [0.0, 0.0, 0.0], [0.0, 0.0, 0.0], [0.0, -0.1, 0.0], [0.0, 0.0, 0.0], [0.0, -0.1, 0.0], [0.0, 0.0, 0.1], [0.0, 0.0, 0.0], [0.0, 0.0, 0.1], [0.0, 0.0, 0.0], [0.0, 0.0, 0.1], [0.1, 0.0, 0.0], [0.0, 0.0, 0.0], [0.0, 0.1, 0.0], [0.0, 0.0, 0.0], [0.1, -0.1, 0.0], [0.0, 0.0, 0.0], [0.0, 0.0, 0.0], [0.0, 0.0, 0.0], [0.1, 0.0, 0.0], [0.0, 0.0, 0.0]],
  "mulliken_charge": [0.371, -0.448, 0.787, 0.867, 1.862, -0.308, -2.124, -1.054, 0.515, 0.422, -1.312, -0.791, 0.362, 0.255, 0.129, -0.727, -0.773, 0.382, 1.120, 0.154, 0.162, 0.659, -0.706, -0.824, -1.568, -1.453, -0.620, -1.629, 0.427, -1.368, -0.674, -0.361, -1.123, -0.981, -1.327, 0.300, -1.214, -0.508, 0.253, 2.051, -0.866, -0.282, -0.729, -0.462, 2.164, -1.455, -1.687, -0.613, 0.409, 2.062, -0.207, -1.438, 1.180, -0.017, 1.135, -2.073, 0.880, 1.323, -0.229, -1.001, -0.618, -0.297, 0.252, -0.336, -0.700, -0.790, -0.010, -0.935, -0.777, -1.931, -0.902, -0.695, -0.443, -1.746, -0.415, 0.363, 0.337, 0.364, -0.043, 0.537, 0.046, -0.109, 0.150, 0.375, 0.392, 0.419, 0.385, -0.003, 0.470, 0.330, -0.104, 0.431, 0.371, 0.253, 0.587, 0.392, 0.377, 0.012, 0.362, 0.311, 0.650, 0.000, 0.469, 0.484, 0.239, 0.593, 0.391, 0.462, 0.553, 0.508, 0.348, 0.325, 0.357, 0.363, 0.385, 0.274, 0.372, 0.326, 0.420, 0.028, -0.403, 0.587, 0.366, 0.374, 0.448, 0.046, 0.240, 0.167, 0.249, 0.430, 0.396, 0.676, 0.527, 0.361, 0.499, 0.628, 0.004, 0.381, 0.360, 0.389, 0.419, -0.635],
  "relative_energy_kj_mol": 2.3,
  "homo_energy_ev": -3.866,
  "e_lumo_ev": 3.3,
  "total_charge": -2
}

3.
{
  "formula": "C6H13NO",
  "method": "wB97M-V/def2-TZVPD",
  "species": ["O", "N", "C", "C", "C", "C", "C", "C", "H", "H", "H", "H", "H", "H", "H", "H", "H", "H", "H", "H", "H"],
  "positions_angstrom": [[2.956, -1.255, -2.251], [-2.093, 0.145, 2.550], [1.873, 0.160, -0.681], [2.117, -1.145, -1.394], [-0.739, 0.376, -0.857], [-0.871, -0.469, 0.405], [0.652, 0.895, -1.262], [-0.898, 0.296, 1.755], [0.726, 1.952, -1.064], [-2.214, -0.832, 2.812], [-0.741, 1.340, 1.517], [-2.891, 0.304, 1.939], [-1.476, 1.177, -0.854], [0.029, 0.012, 2.267], [-0.103, -1.247, 0.342], [2.755, 0.779, -0.797], [1.681, -0.065, 0.368], [1.500, -2.013, -1.090], [-1.201, -0.158, -1.703], [0.722, 0.813, -2.351], [-1.786, -1.064, 0.347]],
  "forces_ev_per_a": [[-0.1, -0.2, 0.0], [-0.3, -0.5, 0.1], [-0.6, -0.2, 0.0], [0.4, 0.4, 0.0], [-1.0, -0.3, -0.8], [-0.2, -0.4, -0.3], [-0.2, -0.4, -0.5], [1.3, -0.4, -1.1], [0.2, 0.4, 0.4], [0.2, 0.1, 0.2], [-0.2, 0.5, 0.1], [0.0, 0.3, 0.1], [0.2, 0.6, 0.6], [-0.5, 0.0, 0.6], [0.1, 0.1, 0.4], [0.2, 0.0, 0.1], [0.2, 0.2, 0.2], [-0.1, 0.0, -0.1], [0.6, -0.5, 0.2], [0.0, 0.1, 0.0], [-0.2, 0.2, -0.1]],
  "mulliken_charge": [-0.471, -0.701, -0.459, -0.032, -0.827, -0.501, -0.605, -0.674, 0.385, 0.269, 0.379, 0.277, 0.425, 0.328, 0.141, 0.367, 0.177, 0.317, 0.411, 0.340, 0.454],
  "relative_energy_kj_mol": 159.6,
  "homo_energy_ev": -9.603,
  "e_lumo_ev": 0.9,
  "smiles": "NCCCCCC=O"
}

4.
{
  "formula": "C3H7ClN3",
  "method": "wB97M-V/def2-TZVPD",
  "species": ["Cl", "N", "N", "N", "C", "C", "C", "H", "H", "H", "H", "H", "H", "H"],
  "positions_angstrom": [[3.738, 0.533, 0.109], [-1.527, 0.932, -0.074], [-0.587, -1.164, -0.237], [2.037, -1.544, -0.030], [-0.485, 0.121, -0.067], [2.292, -0.333, 0.059], [0.830, 0.756, 0.156], [-2.471, 0.605, -0.211], [0.302, -1.696, -0.205], [-1.402, 1.920, 0.085], [1.040, 1.531, -0.572], [2.799, -2.213, -0.076], [-1.480, -1.612, -0.383], [0.905, 1.161, 1.162]],
  "forces_ev_per_a": [[0.3, 0.0, 0.0], [-0.1, 0.1, 0.0], [-0.1, 0.0, 0.0], [0.3, -0.4, 0.0], [-0.3, -0.1, 0.0], [-3.9, 1.9, 0.1], [3.9, -1.8, 0.0], [0.0, 0.0, 0.0], [-0.1, 0.0, 0.0], [0.0, -0.1, 0.0], [-0.1, 0.2, -0.1], [0.3, 0.1, 0.0], [0.1, 0.0, 0.0], [-0.1, 0.1, 0.0]],
  "mulliken_charge": [-0.090, -0.352, -0.269, -0.527, 0.705, 0.528, -1.020, 0.219, 0.254, 0.234, 0.447, 0.252, 0.205, 0.413],
  "relative_energy_kj_mol": 0.0,
  "homo_energy_ev": -14.959,
  "e_lumo_ev": -3.1,
  "smiles": "[H]/N=C(\\Cl)CC(N)=[NH2+]",
  "total_charge": 1
}

no.,orbital gap (eV)
1,6.16
2,7.19
3,10.50
4,11.87